77
Properties=species:S:1:pos:R:3:forces:R:3 method="wB97M-V/def2-TZVPD" total_charge=0 mol_weight_g_mol=627.716 spin_multiplicity=2 energy_ev=-103443.104 e_homo_ev="-7.72 / -7.95" homo_lumo_gap_ev="8.03 / 7.86"
Mn 0.09916 -0.10950 0.97411 2.570 -5.601 5.651
C -2.22840 -3.76640 -1.25528 -0.073 0.199 -0.023
Si -0.63627 -3.05177 -0.57966 0.438 -0.332 0.022
C 0.05303 -4.28104 0.65170 -0.058 0.111 0.018
C 0.60314 -2.87532 -1.96918 -0.018 0.075 -0.027
N -0.88215 -1.56325 0.26071 -0.661 1.116 -0.698
P -1.74161 -0.18327 0.02936 -1.765 1.117 -1.734
C -0.77339 1.37954 0.17174 0.709 -1.558 -0.649
P 1.04781 1.41524 0.03510 0.974 2.099 -2.971
N 1.91976 -0.01286 0.30622 -0.839 0.558 1.501
Si 2.94601 -0.68433 1.69425 -0.134 0.248 -0.535
C 3.73522 -2.23077 0.99520 0.008 0.234 -0.315
C 4.29125 0.49115 2.26158 -0.038 0.230 -0.449
C 2.15556 -1.21890 3.30523 0.028 -0.113 0.050
C 1.42534 1.71117 -1.72480 0.097 0.683 0.143
C 2.13671 0.80815 -2.50024 0.055 -0.234 0.122
C 2.35636 1.05937 -3.84723 -0.055 0.003 -0.081
C 1.87761 2.22389 -4.42807 0.006 -0.038 -0.024
C 1.16845 3.13820 -3.65802 -0.010 -0.007 -0.077
C 0.94362 2.87922 -2.31907 -0.138 -0.012 0.208
C 1.72789 2.73567 1.05195 -0.406 0.503 -0.241
C 2.81269 3.47924 0.59596 0.069 -0.276 -0.112
C 3.29832 4.53609 1.34600 0.065 0.033 0.063
C 2.69412 4.86369 2.55094 0.028 0.014 0.024
C 1.60572 4.13129 3.00548 0.044 0.021 0.070
C 1.11683 3.07597 2.25659 -0.081 -0.220 -0.044
C -2.53261 -0.28292 -1.59621 -0.426 0.349 0.031
C -1.80223 0.05582 -2.73360 0.238 -0.093 0.212
C -2.38871 -0.00301 -3.98389 -0.012 -0.051 -0.064
C -3.71908 -0.38502 -4.10991 0.017 -0.003 -0.029
C -4.45826 -0.70260 -2.98085 -0.049 -0.041 -0.088
C -3.87000 -0.64286 -1.72783 0.081 -0.131 0.196
C -2.98010 -0.18519 1.34680 -0.510 0.623 -0.464
C -3.36549 -1.36168 1.97154 0.201 -0.237 -0.125
C -4.37750 -1.35288 2.91627 -0.079 0.009 0.092
C -5.01772 -0.16623 3.24267 0.015 -0.006 0.012
C -4.63834 1.01693 2.62207 -0.038 -0.034 0.064
C -3.62971 1.00376 1.67582 0.115 0.087 -0.158
H -2.08757 -4.83710 -1.41852 0.018 -0.021 0.003
H -3.06329 -3.64168 -0.56166 -0.011 -0.010 -0.011
H -2.50838 -3.31774 -2.21075 -0.036 0.036 0.034
H 0.31507 -5.21515 0.14984 0.010 -0.021 0.023
H 0.94824 -3.89210 1.14064 0.014 -0.012 0.019
H -0.68095 -4.50466 1.42948 0.019 -0.015 0.014
H 0.75924 -3.84099 -2.45709 0.004 -0.005 -0.005
H 0.26848 -2.16593 -2.73057 0.000 0.008 0.022
H 1.56608 -2.53142 -1.58324 -0.011 0.027 0.005
H 4.45119 -1.98549 0.20654 0.000 -0.047 -0.006
H 4.26773 -2.75828 1.78782 0.006 -0.028 0.017
H 2.99073 -2.90431 0.56732 -0.008 -0.026 0.029
H 4.79332 0.99445 1.43148 0.011 0.027 0.048
H 3.90293 1.25188 2.94169 -0.033 0.026 -0.044
H 5.04198 -0.08942 2.80194 -0.012 -0.042 0.022
H 1.44211 -2.03396 3.17972 0.016 -0.020 0.034
H 2.97587 -1.57337 3.94019 0.044 -0.032 -0.071
H 1.63303 -0.41189 3.81878 0.224 -0.094 -0.002
H 2.49885 -0.10708 -2.05073 0.042 0.031 0.053
H 2.90035 0.33427 -4.43854 0.011 0.022 -0.034
H 2.04993 2.41594 -5.47943 0.006 0.012 0.002
H 0.78102 4.04551 -4.10293 0.020 0.005 -0.015
H 0.36886 3.57772 -1.72041 0.011 0.017 -0.016
H 3.28325 3.21748 -0.34494 -0.015 0.059 -0.017
H 4.14720 5.10234 0.98621 -0.001 0.023 0.013
H 3.07118 5.69209 3.13670 -0.002 0.007 0.000
H 1.13030 4.38314 3.94422 0.012 0.026 0.008
H 0.26492 2.50016 2.59917 -0.024 0.031 -0.007
H -0.76244 0.35145 -2.63284 -0.041 0.072 -0.025
H -1.80246 0.25202 -4.85713 -0.030 0.002 -0.030
H -4.17656 -0.43412 -5.08956 -0.013 0.013 0.000
H -5.49358 -1.00389 -3.07223 -0.013 0.023 -0.020
H -4.44593 -0.89862 -0.84552 -0.028 0.042 -0.022
H -2.86145 -2.28827 1.72603 0.032 0.018 -0.003
H -4.66140 -2.27931 3.39791 -0.023 0.011 0.025
H -5.80851 -0.16311 3.98169 0.000 0.002 0.004
H -5.12753 1.94918 2.87186 -0.019 -0.008 0.016
H -3.33167 1.92211 1.18374 0.025 -0.001 0.016
O -0.01321 -0.05645 2.51972 -0.575 0.519 0.348

79
Properties=species:S:1:pos:R:3:forces:R:3 method="wB97M-V/def2-TZVPD" smiles="CC(C)C[C@H](NC(=O)c1[nH]cnc1C(=O)N[C@@H](Cc1ccccc1)C(=O)OC(C)(C)C)C(=O)OCc1ccccc1" total_charge=0 mol_weight_g_mol=562.667 energy_ev=-51012.913 e_homo_ev=-8.96 homo_lumo_gap_ev=9.66
C -2.72005 3.42755 1.44975 0.319 0.021 0.101
C -1.24819 3.76446 1.21647 -0.138 -0.043 -0.216
C -1.11340 5.18183 0.66671 0.094 -0.199 0.197
C -0.63838 2.72307 0.27190 0.160 0.215 0.255
C 0.86307 2.89162 0.00044 0.056 0.138 -0.060
N 1.33286 1.74973 -0.74243 -0.118 0.026 0.211
C 2.29282 1.84298 -1.66806 -0.257 -0.016 0.150
O 2.84936 2.87889 -2.01050 0.210 0.138 -0.097
C 2.65177 0.56910 -2.33099 -0.143 -0.490 0.013
N 3.62200 0.60719 -3.29009 -0.119 0.139 0.182
C 3.75758 -0.63832 -3.78687 0.063 -0.030 -0.078
N 2.93755 -1.47455 -3.21583 -0.074 -0.375 -0.040
C 2.23278 -0.75300 -2.29331 0.486 0.806 -0.232
C 1.18660 -1.40579 -1.49408 -0.064 -0.224 0.160
O 0.54937 -0.84479 -0.60715 -0.034 0.033 0.133
N 0.98932 -2.68945 -1.83400 0.144 -0.348 -0.084
C -0.11885 -3.45349 -1.33723 -0.179 -0.129 0.064
C -1.34658 -3.31655 -2.27911 0.130 0.139 0.252
C -1.65175 -1.86013 -2.47799 -0.154 -0.089 -0.152
C -2.46330 -1.17703 -1.58234 -0.018 -0.024 -0.093
C -2.66585 0.18402 -1.71541 -0.056 0.019 0.070
C -2.05425 0.87961 -2.74445 -0.005 0.102 -0.021
C -1.24500 0.20746 -3.64276 0.071 0.081 -0.059
C -1.04577 -1.15513 -3.51042 -0.138 -0.063 -0.028
C 0.26549 -4.92758 -1.26658 0.198 0.664 -0.101
O 1.15588 -5.40160 -1.92384 0.057 -0.110 -0.060
O -0.54046 -5.56732 -0.43856 -0.326 -0.057 0.287
C -0.43337 -7.00442 -0.22938 0.069 -0.659 0.036
C -0.67925 -7.74224 -1.54401 0.094 0.289 0.091
C 0.93784 -7.34583 0.34973 -0.123 0.247 -0.167
C -1.53879 -7.31310 0.77946 0.251 0.268 -0.269
C 1.60222 2.99838 1.33385 0.008 -0.202 -0.379
O 1.86046 2.07038 2.05158 -0.060 -0.090 0.109
O 1.90748 4.26850 1.59419 0.083 0.439 -0.156
C 2.44017 4.56833 2.89351 0.072 -0.140 0.353
C 1.29924 4.83583 3.83891 0.139 -0.038 -0.120
C 0.72291 6.09813 3.89902 0.054 -0.078 0.018
C -0.37920 6.32475 4.70393 -0.058 0.117 -0.020
C -0.91771 5.29023 5.45045 -0.076 0.001 0.032
C -0.34986 4.02893 5.39127 -0.041 -0.068 0.044
C 0.75370 3.80034 4.58773 0.065 0.008 0.037
H -3.16136 4.12720 2.15565 -0.104 0.063 0.065
H -2.82421 2.42290 1.85247 -0.082 -0.138 0.048
H -3.27511 3.48499 0.51555 -0.113 0.004 -0.136
H -0.73242 3.71389 2.18132 -0.014 0.003 0.005
H -1.61794 5.88569 1.32511 -0.046 0.122 0.036
H -1.56322 5.25040 -0.32171 -0.084 0.033 -0.164
H -0.06955 5.47283 0.59806 0.087 0.124 -0.060
H -1.15977 2.74842 -0.68670 -0.010 -0.045 -0.052
H -0.77759 1.72796 0.70118 -0.060 -0.080 -0.028
H 1.07736 3.79213 -0.58345 -0.074 -0.139 0.129
H 0.96500 0.82220 -0.49802 0.076 0.025 -0.147
H 4.10461 1.46066 -3.53283 -0.031 -0.043 0.003
H 4.45488 -0.90088 -4.55710 0.179 0.047 -0.161
H 1.57537 -3.09399 -2.55330 0.011 0.055 0.037
H -0.38374 -3.07325 -0.34584 0.038 -0.127 -0.136
H -1.10667 -3.78879 -3.23434 -0.024 -0.045 0.006
H -2.18961 -3.83728 -1.82373 -0.017 -0.042 -0.058
H -2.93085 -1.71449 -0.77005 -0.055 -0.072 0.109
H -3.29516 0.70518 -1.00900 -0.064 0.054 0.068
H -2.20900 1.94354 -2.85023 -0.019 0.091 -0.002
H -0.76166 0.74593 -4.44505 0.031 0.048 -0.075
H -0.40907 -1.67505 -4.21258 0.062 -0.066 -0.064
H -1.63552 -7.44337 -1.96847 -0.116 -0.013 -0.034
H -0.69480 -8.81312 -1.36266 -0.034 -0.122 0.046
H 0.10842 -7.51859 -2.25813 0.011 -0.049 -0.039
H 1.11664 -6.76607 1.25263 0.018 0.017 0.119
H 0.97619 -8.40301 0.59658 -0.030 -0.118 0.052
H 1.72049 -7.12379 -0.37034 0.048 -0.041 0.008
H -1.37650 -6.74838 1.69344 0.011 0.035 0.125
H -1.54311 -8.37335 1.01337 0.015 -0.121 0.013
H -2.50668 -7.03629 0.37008 -0.123 0.002 -0.037
H 3.04470 3.72179 3.23320 -0.043 0.200 -0.055
H 3.06458 5.45276 2.75462 -0.072 -0.124 -0.005
H 1.13787 6.90188 3.30866 0.054 0.103 -0.071
H -0.82112 7.30950 4.74595 -0.035 0.080 0.010
H -1.78045 5.46663 6.07593 -0.063 0.018 0.053
H -0.76968 3.21867 5.96873 -0.035 -0.066 0.055
H 1.18825 2.81358 4.52750 0.061 -0.088 -0.025

The evaluated energy relative to the best compared isomer or geometry (same formula, charge and spin) for the records listed, in turn: 90.1, 37.6 kcal per mole.